*P*
A 2-piece molecular cluster, C5H13NOS overall. Source: the Open Molecules 2025 dataset; level of theory: ωB97M-V/def2-TZVPD.

Last column: Löwdin charge in e.
Cartesian coordinates (Å):
C1 0.268 1.211 0.699  -0.025
C2 2.496 0.192 0.347  -0.068
C3 0.577 0.153 -1.430  -0.058
C4 0.544 -1.178 0.679  -0.213
C5 1.040 -0.006 0.045  -0.580
N1 -3.233 -0.758 0.034  -0.246
O1 -0.482 -1.742 0.315  0.010
S1 -2.975 0.700 -1.259  0.207
H1 0.115 1.085 1.770  0.088
H2 0.931 2.026 0.308  0.109
H3 -0.687 1.258 0.239  -0.001
H4 3.158 1.022 -0.048  0.115
H5 2.674 0.314 1.364  0.057
H6 3.018 -0.705 0.014  0.087
H7 -0.486 -0.117 -1.533  -0.002
H8 1.300 -0.391 -2.060  0.087
H9 0.644 1.203 -1.807  0.100
H10 0.830 -1.470 1.683  0.141
H11 -4.042 -1.382 -0.340  0.124
H12 -2.239 -1.038 0.019  -0.003
H13 -3.449 -0.378 0.959  0.071

## Properties
- highest occupied orbital energy (eV) = -7.81
- SMILES = CC(C)(C)C=O.[NH3+][S-]
- Kohn-Sham gap (Ha) = 0.2996



*Q*
A 2-piece molecular cluster, C5H13NOS overall. Source: the Open Molecules 2025 dataset; level of theory: ωB97M-V/def2-TZVPD.

Last column: Löwdin charge in e.
Cartesian coordinates (Å):
C1 -0.043 0.882 1.441  -0.189
C2 1.039 0.116 2.249  -0.242
O1 2.027 1.065 2.667  -0.090
C3 0.311 1.368 0.001  -0.228
N1 0.505 0.281 -0.987  -0.074
C4 -0.779 -0.435 -1.256  -0.361
C5 -0.560 -1.490 -2.360  -0.737
S1 -1.910 -2.614 -2.406  0.620
H1 -0.446 1.725 2.036  0.118
H2 -0.895 0.198 1.319  0.090
H3 0.401 -0.097 3.165  0.136
H4 1.521 -0.579 1.577  0.102
H5 2.616 0.721 3.337  0.075
H6 -0.553 1.955 -0.351  0.109
H7 1.172 2.029 0.062  0.107
H8 1.201 -0.331 -0.542  0.094
H9 -1.114 -1.035 -0.336  0.102
H10 -1.606 0.227 -1.427  0.077
H11 0.388 -2.086 -2.089  0.098
H12 -0.423 -0.942 -3.296  0.063
H13 -2.852 -0.957 -2.802  0.131

## Properties
- highest occupied orbital energy (eV) = -8.95
- Kohn-Sham gap (Ha) = 0.3004



*R*
A 2-piece molecular cluster, C5H13NOS overall. Source: the Open Molecules 2025 dataset; level of theory: ωB97M-V/def2-TZVPD.

Last column: Löwdin charge in e.
Cartesian coordinates (Å):
C1 -0.968 -1.501 0.010  -0.027
C2 1.341 -0.269 0.251  -0.040
C3 0.112 -0.860 2.374  -0.043
C4 -0.513 1.871 -2.800  -0.341
C5 -0.117 -0.533 0.839  -0.657
N1 -0.727 0.774 0.774  0.004
O1 2.063 1.456 -2.863  -0.563
S1 0.858 1.679 -3.622  0.827
H1 -1.851 -0.991 -0.408  0.089
H2 -0.382 -1.713 -0.782  0.026
H3 -1.257 -2.428 0.429  0.066
H4 1.829 -1.302 0.178  0.107
H5 2.000 0.370 0.715  0.041
H6 1.023 0.102 -0.764  0.068
H7 -0.922 -1.076 2.790  0.099
H8 0.806 -1.638 2.577  0.064
H9 0.426 0.003 2.772  0.018
H10 -1.477 1.848 -3.325  0.017
H11 -0.685 2.120 -1.710  0.037
H12 -1.549 0.622 1.452  0.111
H13 -0.011 1.465 1.113  0.098

## Properties
- highest occupied orbital energy (eV) = -9.28
- Kohn-Sham gap (Ha) = 0.3442



Verdict on stability: *P* comes out on top.



*P*
C13H34N2O5Tl as an isolated structure. Source: the Open Molecules 2025 dataset; level of theory: ωB97M-V/def2-TZVPD.

Last column: Löwdin charge in e.
Cartesian coordinates (Å):
Tl1 -0.232 -0.204 -0.066  0.947
C1 -0.416 2.351 -4.295  -0.026
O1 -1.022 1.055 -4.233  -0.179
C2 -1.819 0.685 -5.328  -0.173
C3 -1.773 -0.839 -5.448  -0.129
N1 -2.227 -1.558 -4.237  0.079
C4 -2.139 -3.007 -4.424  -0.113
C5 -0.648 -3.511 -4.648  -0.182
O2 0.157 -3.191 -3.522  -0.146
C6 1.273 -4.134 -3.488  -0.055
H1 -0.009 2.685 -3.340  0.095
H2 -1.138 3.052 -4.713  0.109
H3 0.385 2.151 -5.006  0.113
H4 -1.405 1.117 -6.239  0.147
H5 -2.820 1.047 -5.091  0.145
H6 -0.743 -1.144 -5.632  0.124
H7 -2.394 -1.267 -6.235  0.160
H8 -3.189 -1.253 -4.189  0.143
H9 -2.817 -3.290 -5.228  0.151
H10 -2.564 -3.551 -3.580  0.133
H11 -0.294 -3.064 -5.577  0.122
H12 -0.633 -4.585 -4.831  0.137
H13 2.100 -3.838 -2.842  0.093
H14 1.781 -4.131 -4.452  0.099
H15 1.084 -5.189 -3.292  0.108
C7 4.432 -0.031 3.205  -0.041
O3 3.057 0.188 3.601  -0.149
C8 2.894 0.248 5.016  -0.145
C9 1.359 0.435 5.428  -0.111
N2 0.484 1.262 4.554  0.056
C10 0.688 2.732 4.608  -0.139
C11 1.901 3.354 3.982  -0.201
O4 2.166 2.989 2.644  -0.122
C12 3.096 3.911 2.086  -0.041
H16 5.027 0.874 3.334  0.103
H17 4.451 -0.179 2.125  0.094
H18 4.974 -0.861 3.656  0.108
H19 3.425 1.064 5.508  0.132
H20 3.228 -0.709 5.417  0.144
H21 1.220 0.704 6.476  0.147
H22 0.907 -0.557 5.438  0.128
H23 -0.423 1.093 4.965  0.128
H24 0.543 3.167 5.597  0.155
H25 -0.186 3.114 4.081  0.132
H26 2.809 3.101 4.529  0.135
H27 1.771 4.433 4.062  0.149
H28 3.373 3.583 1.085  0.105
H29 3.974 3.980 2.729  0.110
H30 2.630 4.896 2.080  0.113
C13 -6.073 -1.605 2.648  -0.114
O5 -5.481 -1.330 1.356  -0.110
H31 -6.304 -0.708 3.223  0.089
H32 -6.932 -2.274 2.589  0.091
H33 -5.315 -2.223 3.129  0.079
H34 -6.196 -1.036 0.787  0.076

## Properties
- highest occupied orbital energy (eV) = -16.28
- Kohn-Sham gap (Ha) = 0.0550
- net charge = +3



*Q*
C13H34N2O5Tl as an isolated structure. Source: the Open Molecules 2025 dataset; level of theory: ωB97M-V/def2-TZVPD.

Last column: Löwdin charge in e.
Cartesian coordinates (Å):
Tl1 0.174 0.075 0.431  1.515
C1 1.327 0.037 -3.212  -0.013
O1 1.616 0.062 -1.825  -0.341
C2 3.026 -0.064 -1.657  -0.163
C3 3.412 0.246 -0.167  -0.103
N1 2.564 -0.443 0.855  -0.037
C4 2.606 -1.923 0.742  -0.121
C5 1.744 -2.683 1.875  -0.112
O2 0.343 -2.344 1.724  -0.252
C6 -0.605 -3.050 2.597  -0.036
H1 1.869 -0.845 -3.554  0.130
H2 1.555 0.996 -3.675  0.105
H3 0.256 -0.099 -3.362  0.092
H4 3.511 0.701 -2.263  0.145
H5 3.282 -1.078 -1.966  0.142
H6 3.248 1.317 -0.053  0.124
H7 4.467 -0.006 -0.056  0.164
H8 3.104 -0.103 1.638  0.152
H9 3.631 -2.292 0.722  0.157
H10 2.130 -2.208 -0.196  0.122
H11 2.112 -2.326 2.838  0.135
H12 1.883 -3.764 1.851  0.149
H13 -1.589 -2.901 2.152  0.061
H14 -0.682 -2.621 3.596  0.102
H15 -0.544 -4.135 2.682  0.130
C7 1.759 2.567 -1.964  -0.034
O3 0.619 1.808 -1.591  -0.305
C8 -0.665 2.158 -2.177  -0.142
C9 -1.666 1.079 -2.142  -0.198
N2 -2.019 0.782 -0.768  -0.106
C10 -2.966 -0.323 -0.800  -0.117
C11 -3.323 -0.675 0.702  -0.124
O4 -2.164 -0.630 1.570  -0.284
C12 -2.492 -1.118 2.931  -0.047
H16 1.810 3.603 -1.630  0.130
H17 1.932 2.561 -3.040  0.112
H18 2.648 2.070 -1.573  0.063
H19 -0.596 2.219 -3.263  0.160
H20 -1.008 3.050 -1.652  0.149
H21 -1.422 0.180 -2.708  0.130
H22 -2.519 1.468 -2.697  0.166
H23 -2.670 1.543 -0.637  0.146
H24 -2.370 -1.126 -1.233  0.136
H25 -3.847 -0.049 -1.380  0.158
H26 -3.729 -1.683 0.620  0.141
H27 -4.186 -0.088 1.020  0.146
H28 -1.612 -0.931 3.546  0.098
H29 -2.739 -2.176 2.843  0.093
H30 -3.214 -0.558 3.525  0.124
C13 -1.285 2.243 2.153  -0.046
O5 -0.899 1.934 0.819  -0.229
H31 -2.100 1.586 2.457  0.088
H32 -0.504 2.246 2.913  0.118
H33 -1.732 3.237 2.164  0.124
H34 -1.481 2.471 0.276  0.101

## Properties
- highest occupied orbital energy (eV) = -18.98
- Kohn-Sham gap (Ha) = 0.1885
- net charge = +3



Verdict on stability: *P* comes out on top.



*P*
C32H52BiGeN14O5 as an isolated structure. Source: the Open Molecules 2025 dataset; level of theory: ωB97M-V/def2-TZVPD.

Last column: Löwdin spin population.
Cartesian coordinates (Å):
Bi1 0.376 -0.135 0.323  0.003
C1 -3.306 -2.994 -1.134  0.004
C2 -3.888 -1.680 -0.630  0.010
C3 -4.550 -1.894 0.729  0.016
C4 -4.895 -1.130 -1.634  0.008
O1 -2.779 -0.765 -0.516  0.150
Ge1 -2.924 0.776 0.347  0.393
O2 -1.820 0.543 1.751  0.121
C5 -2.171 0.853 3.123  0.007
C6 -1.598 -0.223 4.032  0.002
C7 -1.575 2.210 3.465  0.000
C8 -3.691 0.889 3.276  0.036
O3 -1.854 1.810 -0.606  0.146
C9 -2.275 2.764 -1.594  0.008
C10 -3.395 3.638 -1.029  0.021
C11 -1.051 3.615 -1.895  0.003
C12 -2.747 2.035 -2.847  0.001
H1 -4.094 -3.746 -1.186  0.000
H2 -2.881 -2.872 -2.134  0.000
H3 -2.534 -3.351 -0.451  0.000
H4 -5.302 -2.681 0.672  0.001
H5 -3.794 -2.173 1.466  0.000
H6 -5.050 -0.974 1.058  0.013
H7 -5.703 -1.844 -1.802  0.000
H8 -5.335 -0.198 -1.261  0.008
H9 -4.404 -0.921 -2.586  0.000
H10 -0.511 -0.260 3.945  0.000
H11 -1.854 0.014 5.066  0.000
H12 -2.004 -1.201 3.774  0.000
H13 -0.488 2.162 3.394  0.000
H14 -1.938 2.974 2.770  0.000
H15 -1.849 2.499 4.481  0.000
H16 -4.124 -0.057 2.939  0.003
H17 -3.966 1.040 4.320  0.001
H18 -4.121 1.709 2.688  0.019
H19 -3.096 4.037 -0.056  0.001
H20 -3.605 4.472 -1.699  0.000
H21 -4.318 3.058 -0.903  0.014
H22 -0.793 4.222 -1.025  0.000
H23 -0.195 2.979 -2.138  0.000
H24 -1.257 4.274 -2.740  0.000
H25 -3.541 1.325 -2.601  0.001
H26 -3.133 2.746 -3.580  0.000
H27 -1.917 1.487 -3.301  0.000
N1 3.265 2.074 -0.376  0.000
C13 2.379 3.102 0.044  0.000
C14 2.143 4.188 -0.797  0.000
C15 1.309 5.224 -0.409  0.000
C16 0.697 5.189 0.838  0.000
C17 0.936 4.115 1.681  0.000
C18 1.769 3.063 1.298  0.000
C19 2.114 1.972 2.261  0.000
C20 2.880 2.328 3.377  0.000
C21 3.260 1.384 4.317  0.000
C22 2.875 0.060 4.146  0.000
C23 2.113 -0.294 3.040  0.000
C24 1.720 0.643 2.078  0.000
H28 2.769 1.424 -0.986  0.000
H29 3.563 1.511 0.414  0.000
H30 2.644 4.218 -1.757  0.000
H31 1.150 6.065 -1.074  0.000
H32 0.049 5.997 1.155  0.000
H33 0.474 4.088 2.661  0.000
H34 3.176 3.365 3.497  0.000
H35 3.853 1.677 5.175  0.000
H36 3.172 -0.696 4.864  0.000
H37 1.813 -1.332 2.945  0.000
N2 1.951 -3.531 1.021  0.000
C25 0.638 -3.349 1.374  0.000
N3 -0.103 -4.313 1.876  0.000
N4 -1.315 -3.741 2.066  0.000
N5 -1.308 -2.514 1.696  0.001
N6 -0.054 -2.211 1.249  0.000
C26 2.742 -2.610 0.372  0.000
N7 3.987 -2.865 0.017  0.000
N8 4.410 -1.725 -0.563  0.000
N9 3.469 -0.842 -0.568  0.000
N10 2.373 -1.381 0.017  0.002
H38 2.356 -4.428 1.225  0.000
N11 0.068 -1.664 -1.964  0.002
C27 0.419 -1.024 -3.222  0.000
C28 1.265 -1.961 -4.087  0.000
C29 2.648 -2.350 -3.516  0.000
C30 3.814 -1.837 -4.351  0.000
N12 3.869 -0.385 -4.439  0.000
C31 4.568 0.430 -3.673  0.000
N13 4.267 1.734 -3.710  0.000
N14 5.634 0.004 -2.969  0.000
C32 1.083 0.365 -3.037  0.000
O4 1.276 1.007 -4.100  0.000
O5 1.375 0.773 -1.879  0.001
H39 0.450 -2.591 -1.838  0.000
H40 -0.927 -1.661 -1.775  0.001
H41 -0.489 -0.802 -3.789  0.000
H42 1.374 -1.503 -5.073  0.000
H43 0.668 -2.864 -4.234  0.000
H44 2.749 -3.436 -3.491  0.000
H45 2.752 -1.998 -2.488  0.000
H46 3.693 -2.202 -5.372  0.000
H47 4.765 -2.219 -3.983  0.000
H48 3.014 0.042 -4.796  0.000
H49 3.299 1.931 -3.970  0.000
H50 4.628 2.299 -2.957  0.000
H51 5.593 -0.920 -2.568  0.000
H52 6.016 0.675 -2.321  0.000

## Properties
- highest occupied orbital energy (spin up / spin down) (eV) = -8.11 / -8.12
- <S²> = 0.75
- Kohn-Sham gap (spin up / spin down) (Ha) = 0.3183 / 0.2270
- multiplicity = 2



*Q*
C32H52BiGeN14O5 as an isolated structure. Source: the Open Molecules 2025 dataset; level of theory: ωB97M-V/def2-TZVPD.

Last column: Löwdin spin population.
Cartesian coordinates (Å):
Bi1 0.891 -0.470 -0.685  0.108
C1 4.389 0.781 0.512  0.003
C2 3.535 0.444 1.742  0.007
C3 3.079 1.747 2.399  -0.001
C4 4.400 -0.339 2.742  0.009
O1 2.417 -0.351 1.367  0.152
Ge1 1.069 -1.192 2.638  0.079
O2 0.174 -2.125 1.184  0.108
C5 -0.859 -3.096 1.335  0.005
C6 -0.278 -4.344 2.007  0.005
C7 -1.401 -3.463 -0.049  0.003
C8 -2.010 -2.562 2.191  0.000
O3 -0.175 0.164 2.789  0.048
C9 -0.713 0.847 3.908  0.002
C10 -2.235 0.651 3.917  0.000
C11 -0.125 0.330 5.225  0.006
C12 -0.436 2.349 3.791  0.001
H1 5.106 1.560 0.767  0.000
H2 3.752 1.152 -0.285  0.000
H3 4.946 -0.083 0.146  0.000
H4 3.936 2.325 2.744  0.000
H5 2.431 1.510 3.242  0.000
H6 2.512 2.339 1.689  0.000
H7 5.309 0.218 2.970  0.000
H8 4.675 -1.312 2.333  0.000
H9 3.840 -0.500 3.664  0.002
H10 0.576 -4.708 1.444  0.000
H11 -1.032 -5.128 2.066  0.000
H12 0.052 -4.084 3.014  0.002
H13 -0.604 -3.835 -0.682  0.000
H14 -1.848 -2.592 -0.528  0.000
H15 -2.162 -4.237 0.047  0.000
H16 -1.631 -2.339 3.190  0.000
H17 -2.803 -3.305 2.267  0.000
H18 -2.411 -1.647 1.759  0.000
H19 -2.492 -0.392 4.099  0.000
H20 -2.641 0.942 2.949  0.000
H21 -2.688 1.267 4.694  0.000
H22 -0.296 -0.744 5.313  0.002
H23 -0.593 0.839 6.066  0.000
H24 0.952 0.508 5.256  0.001
H25 -0.783 2.710 2.829  0.000
H26 0.631 2.551 3.850  0.000
H27 -0.942 2.893 4.588  0.000
N1 2.891 -2.000 -0.758  -0.005
C13 2.594 -3.360 -0.588  -0.001
C14 3.162 -4.087 0.453  0.000
C15 2.889 -5.434 0.610  -0.002
C16 2.041 -6.072 -0.282  0.001
C17 1.463 -5.348 -1.311  -0.001
C18 1.728 -3.990 -1.487  0.004
C19 1.091 -3.253 -2.606  0.031
C20 0.957 -3.944 -3.818  0.015
C21 0.286 -3.400 -4.895  -0.008
C22 -0.258 -2.133 -4.792  0.014
C23 -0.086 -1.406 -3.622  0.030
C24 0.585 -1.953 -2.545  0.255
H28 3.485 -1.625 -0.032  -0.001
H29 3.170 -1.704 -1.705  0.000
H30 3.826 -3.584 1.145  0.000
H31 3.340 -5.990 1.420  0.000
H32 1.815 -7.124 -0.174  0.000
H33 0.779 -5.846 -1.985  0.000
H34 1.407 -4.923 -3.906  0.003
H35 0.194 -3.956 -5.819  0.000
H36 -0.795 -1.696 -5.623  0.002
H37 -0.472 -0.401 -3.557  0.005
N2 1.964 2.814 -2.298  0.001
C25 1.219 2.947 -1.166  0.007
N3 0.628 4.065 -0.776  0.003
N4 0.017 3.743 0.378  0.006
N5 0.241 2.520 0.667  0.002
N6 1.013 1.976 -0.269  0.072
C26 2.513 1.641 -2.726  -0.001
N7 3.340 1.572 -3.759  0.002
N8 3.707 0.294 -3.827  0.000
N9 3.148 -0.387 -2.906  0.003
N10 2.359 0.431 -2.161  0.000
H38 2.076 3.612 -2.898  0.000
N11 -2.181 0.434 0.326  0.007
C27 -2.494 1.596 -0.472  0.001
C28 -3.989 1.472 -0.866  0.000
C29 -4.690 2.633 -1.604  0.000
C30 -4.666 3.997 -0.880  0.000
N12 -3.528 4.841 -1.200  0.000
C31 -3.372 5.385 -2.401  0.000
N13 -4.396 5.365 -3.281  0.000
N14 -2.298 6.112 -2.682  0.000
C32 -1.581 1.755 -1.732  0.001
O4 -1.727 2.749 -2.445  0.001
O5 -0.754 0.808 -1.987  0.009
H39 -1.923 -0.353 -0.256  0.000
H40 -1.453 0.607 1.016  0.000
H41 -2.358 2.479 0.150  0.000
H42 -4.524 1.293 0.071  0.000
H43 -4.082 0.580 -1.491  0.000
H44 -5.732 2.335 -1.746  0.000
H45 -4.213 2.756 -2.575  0.000
H46 -4.671 3.838 0.199  0.000
H47 -5.569 4.562 -1.130  0.000
H48 -2.687 4.798 -0.628  0.000
H49 -5.117 4.674 -3.177  0.000
H50 -4.209 5.678 -4.217  0.000
H51 -1.375 5.818 -2.278  0.000
H52 -2.242 6.515 -3.602  0.000

## Properties
- highest occupied orbital energy (spin up / spin down) (eV) = -7.73 / -7.32
- <S²> = 0.77
- Kohn-Sham gap (spin up / spin down) (Ha) = 0.2804 / 0.1616
- multiplicity = 2



Verdict on stability: *P* comes out on top.